Entry 1:
Entry from the OMol25 dataset: a structure of composition H26HeO13 at a distorted geometry (ωB97M-V with the def2-TZVPD basis set).

Positions of all 40 atoms, in Å:
He 0.074 0.185 0.458
O -3.550 0.625 0.834
H -2.803 1.172 1.076
H -3.168 -0.231 0.640
O 2.296 2.683 1.545
H 2.174 3.563 1.187
H 1.802 2.687 2.364
O 0.609 -2.925 1.234
H -0.043 -2.290 0.938
H 0.649 -3.573 0.531
O 2.493 1.059 -1.075
H 2.308 1.677 -0.367
H 2.561 0.209 -0.639
O -0.513 -2.294 -2.866
H -0.753 -2.497 -3.771
H -0.090 -1.437 -2.917
O 0.363 0.196 -2.824
H 0.861 0.482 -2.058
H -0.525 0.517 -2.667
O -1.452 1.981 2.827
H -1.212 1.056 2.767
H -2.226 1.992 3.390
O -1.465 2.649 -0.165
H -1.055 2.539 0.692
H -2.286 3.106 0.018
O -2.136 1.155 -2.301
H -2.124 1.888 -2.917
H -2.037 1.563 -1.440
O 2.983 -2.504 -1.890
H 3.010 -1.950 -1.111
H 2.974 -1.888 -2.623
O -1.713 -1.692 -0.124
H -1.565 -1.544 -1.058
H -2.486 -2.255 -0.089
O 2.825 -1.193 0.416
H 2.024 -1.676 0.620
H 3.429 -1.419 1.123
O -0.217 -0.390 3.080
H -0.676 -0.490 3.915
H 0.661 -0.733 3.246

Summary:
**Energy relative to the best compared isomer or geometry (same formula, charge and spin)**: 84.1 kJ/mol
**E_tot**: -996.63424 a.u.
**Orbital gap**: 10.2 eV
**Max |F|**: 1.33 eV/A

***

Entry 2:
Entry from the OMol25 dataset: the molecule C4H7N3O at a distorted geometry (ωB97M-V with the def2-TZVPD basis set).

Positions of all 15 atoms, in Å:
C -0.330 1.953 -2.642
C -0.612 0.672 -1.901
N -0.287 0.427 -0.446
C 0.533 -0.733 -0.182
O 0.954 -1.649 -0.981
C 0.670 -1.095 1.421
N 0.116 -0.465 2.469
N -0.729 0.657 2.152
H -0.271 2.986 -2.246
H -0.242 1.594 -3.684
H -0.540 -0.331 -2.610
H -0.649 1.121 0.210
H 1.327 -2.008 1.674
H -0.813 0.746 3.170
H -1.709 -0.034 1.925

Summary:
**Energy relative to the best compared isomer or geometry (same formula, charge and spin)**: 577.3 kJ/mol
**E_tot**: -395.92852 a.u.
**Orbital gap**: 8.9 eV
**Max |F|**: 6.70 eV/A

***

Entry 3:
Entry from the OMol25 dataset: a structure of composition C26H40InN6O7P2S (ωB97M-V with the def2-TZVPD basis set).

Positions of all 83 atoms, in Å:
In 0.185 -0.110 -0.042
N -0.450 0.841 2.169
N -1.558 0.149 2.678
C -2.319 -0.637 1.795
O -3.383 -1.080 2.179
O -1.755 -0.848 0.643
H 0.260 0.884 2.885
H -0.682 1.787 1.879
H -2.100 0.605 3.394
C -0.394 -3.368 1.965
P 0.476 -2.668 0.537
C -0.385 -3.500 -0.873
N -0.393 -4.811 -0.786
C -0.931 -5.532 -1.795
C -0.964 -6.946 -1.715
C -1.467 -7.660 -2.760
C -1.955 -7.006 -3.923
C -1.946 -5.647 -4.018
C -1.437 -4.880 -2.941
N -1.460 -3.529 -3.001
C -0.981 -2.835 -1.991
P -1.203 -1.005 -2.143
C -0.508 -0.735 -3.808
C -3.055 -0.706 -2.301
C -3.272 0.734 -1.814
C -3.494 -0.830 -3.766
C -3.868 -1.693 -1.458
C 2.216 -3.333 0.582
C 2.870 -2.681 1.812
C 2.905 -2.839 -0.699
C 2.334 -4.853 0.699
H -0.281 -4.451 1.918
H -1.452 -3.113 1.914
H 0.021 -2.984 2.896
H -0.585 -7.424 -0.820
H -1.499 -8.742 -2.708
H -2.343 -7.601 -4.742
H -2.327 -5.128 -4.890
H -1.016 -1.368 -4.530
H 0.548 -0.991 -3.791
H -0.608 0.314 -4.088
H -2.694 1.455 -2.402
H -2.996 0.841 -0.765
H -4.329 0.994 -1.915
H -3.044 -0.070 -4.405
H -4.577 -0.688 -3.800
H -3.275 -1.818 -4.170
H -3.612 -1.664 -0.401
H -3.757 -2.714 -1.827
H -4.923 -1.423 -1.555
H 2.785 -1.594 1.783
H 3.933 -2.938 1.830
H 2.429 -3.050 2.741
H 2.859 -1.748 -0.772
H 2.450 -3.282 -1.591
H 3.960 -3.128 -0.684
H 1.895 -5.220 1.629
H 3.397 -5.116 0.712
H 1.862 -5.372 -0.131
O 2.209 4.654 -3.162
C 3.144 3.723 -3.157
O 4.311 3.960 -3.339
C 2.715 2.318 -2.881
C 3.463 1.220 -3.225
N 2.840 0.146 -2.708
N 1.725 0.467 -2.042
C 1.640 1.788 -2.134
C 0.492 2.508 -1.478
O 0.108 3.559 -1.965
O 0.026 1.970 -0.394
H 1.348 4.295 -2.853
H 4.379 1.151 -3.792
H 3.096 -0.819 -2.819
C 4.199 2.213 0.366
S 2.755 1.743 1.308
C 3.592 1.320 2.828
O 2.307 0.398 0.731
H 4.781 2.922 0.959
H 3.889 2.685 -0.566
H 4.767 1.302 0.171
H 3.995 2.230 3.273
H 4.384 0.605 2.601
H 2.856 0.873 3.497

Summary:
**Total charge**: +1
**E_tot**: -3140.90932 a.u.
**Orbital gap**: 8.4 eV
**Max |F|**: 0.59 eV/A

***

Entry 4:
Entry from the OMol25 dataset: a structure of composition C32H48N7O5PS3V (ωB97M-V with the def2-TZVPD basis set).

Positions of all 97 atoms, in Å:
V -1.409 0.008 -0.440
C -6.076 -1.465 6.817
C -5.050 -1.374 5.724
C -5.433 -1.346 4.383
C -4.490 -1.283 3.374
C -3.142 -1.245 3.707
C -2.734 -1.264 5.032
C -3.692 -1.330 6.031
S -1.933 -1.178 2.432
O -1.995 -2.400 1.653
O -0.673 -0.833 3.046
N -2.430 -0.048 1.392
C -2.147 1.300 1.566
C -2.113 2.065 2.721
C -1.771 3.399 2.579
C -1.446 3.930 1.332
C -1.462 3.104 0.232
N -1.836 1.819 0.355
H -7.064 -1.181 6.460
H -5.814 -0.822 7.657
H -6.139 -2.488 7.196
H -6.486 -1.368 4.131
H -4.793 -1.249 2.335
H -1.680 -1.221 5.268
H -3.381 -1.343 7.068
H -2.344 1.625 3.680
H -1.740 4.036 3.454
H -1.139 4.958 1.221
H -1.161 3.433 -0.756
C -3.293 -3.565 -4.082
N -3.263 -3.015 -2.731
C -3.874 -3.762 -1.632
C -2.640 -1.861 -2.455
N -2.586 -1.359 -1.242
N -2.057 -1.208 -3.512
C -1.288 -0.043 -3.453
N -0.965 0.481 -4.654
N -0.887 0.440 -2.338
H -3.832 -4.505 -4.062
H -2.286 -3.770 -4.454
H -3.819 -2.902 -4.774
H -4.315 -4.668 -2.032
H -4.667 -3.181 -1.157
H -3.131 -4.038 -0.881
H -3.041 -1.925 -0.535
H -2.145 -1.630 -4.421
H -1.537 0.311 -5.463
H -0.436 1.349 -4.624
H -0.366 1.344 -2.482
C 3.023 0.439 -1.986
C 3.588 1.496 -2.916
C 3.199 1.252 -4.364
O 3.257 2.838 -2.530
P 1.929 3.477 -1.891
S 1.606 2.923 -0.036
S 0.338 3.216 -3.104
O 2.347 5.002 -1.884
C 3.057 5.802 -2.866
C 4.550 5.688 -2.628
C 2.657 5.503 -4.297
H 3.402 -0.538 -2.295
H 1.932 0.424 -2.035
H 3.315 0.627 -0.954
H 4.677 1.477 -2.840
H 2.123 1.094 -4.453
H 3.715 0.366 -4.739
H 3.477 2.102 -4.985
H 2.734 6.814 -2.617
H 4.907 4.692 -2.886
H 4.784 5.884 -1.583
H 5.074 6.420 -3.245
H 2.962 4.498 -4.589
H 3.158 6.218 -4.952
H 1.582 5.593 -4.435
C 4.820 -4.627 2.282
C 3.879 -3.508 1.953
C 3.986 -2.275 2.586
C 3.118 -1.237 2.298
C 3.282 0.075 3.019
C 2.104 -1.451 1.333
C 1.241 -0.350 1.076
O 0.336 -0.316 0.215
C 1.981 -2.702 0.674
C 0.920 -2.990 -0.351
C 2.874 -3.700 1.003
H 5.598 -4.307 2.972
H 5.293 -5.010 1.377
H 4.276 -5.456 2.738
H 4.767 -2.123 3.320
H 4.138 0.024 3.688
H 2.401 0.308 3.620
H 3.447 0.903 2.327
H 1.402 0.569 1.632
H 0.968 -2.282 -1.181
H -0.073 -2.921 0.098
H 1.056 -3.997 -0.743
H 2.794 -4.662 0.510

Summary:
**Energy relative to the best compared isomer or geometry (same formula, charge and spin)**: 114.8 kJ/mol
**Multiplicity**: 3
**Total charge**: +1
**Expectation value of S²**: 2.01
**E_tot**: -4487.62930 a.u.
**Orbital gap (spin up / spin down)**: 6.0 / 6.2 eV
**Max |F|**: 0.65 eV/A

***

Entry 5:
Entry from the OMol25 dataset: a structure of composition C3H5CaO3 at a distorted geometry (ωB97M-V with the def2-TZVPD basis set).

Positions of all 12 atoms, in Å:
H -0.663 0.054 1.717
C -1.146 -0.367 0.825
C -0.193 -1.216 -0.070
O 1.080 -0.602 -0.017
C 1.265 0.636 -0.367
O 2.516 0.913 -0.275
H -1.948 -1.040 1.156
H -1.442 -1.100 -0.816
H 2.692 1.864 -0.299
Ca -0.486 2.170 -0.619
O -1.617 0.447 -0.224
H -0.057 -1.758 -1.014

Summary:
**Energy relative to the best compared isomer or geometry (same formula, charge and spin)**: 450.8 kJ/mol
**Multiplicity**: 2
**Total charge**: +2
**Expectation value of S²**: 0.76
**E_tot**: -1019.75847 a.u.
**Orbital gap (spin up / spin down)**: 9.3 / 8.8 eV
**Max |F|**: 3.53 eV/A

***

Entry 6:
Entry from the OMol25 dataset: a structure of composition Cl2H2O2P2 at a distorted geometry (ωB97M-V with the def2-TZVPD basis set).

Positions of all 8 atoms, in Å:
O -1.458 -0.792 -0.328
O 0.733 0.355 -0.236
P 1.334 -0.603 1.053
P -0.807 0.482 -0.477
Cl -0.990 1.518 -2.078
Cl -1.538 1.934 1.054
H 2.314 -1.253 0.296
H 0.412 -1.642 0.716

Summary:
**Energy relative to the best compared isomer or geometry (same formula, charge and spin)**: 35.3 kJ/mol
**E_tot**: -1754.85695 a.u.
**Orbital gap**: 10.6 eV
**Max |F|**: 3.24 eV/A